Run i
{
  "formula": "C3H6N4O",
  "method": "ωB97M-V/def2-TZVPD",
  "e_lumo_ev": 0.3684,
  "species": ["C", "C", "C", "N", "N", "N", "N", "O", "H", "H", "H", "H", "H", "H"],
  "xyz": [[0.321, -1.087, 0.297], [1.045, 0.237, 0.300], [-0.986, -0.924, 0.098], [0.010, 1.154, -0.022], [-1.113, 0.558, -0.039], [2.395, 0.074, -0.344], [-2.313, 0.980, -0.175], [-2.107, -1.663, 0.033], [0.923, -1.949, 0.444], [1.299, 0.416, 1.292], [2.481, 0.387, -1.335], [2.964, 0.761, 0.007], [-2.752, -0.981, -0.421], [-2.167, 2.035, -0.134]]
}

***

Run ii
{
  "formula": "C3H6N4O",
  "method": "ωB97M-V/def2-TZVPD",
  "e_lumo_ev": -1.5087,
  "species": ["C", "C", "C", "H", "H", "H", "H", "H", "H", "N", "N", "N", "N", "O"],
  "xyz": [[-0.597, 0.251, -0.360], [0.422, 1.338, -0.426], [1.763, -0.233, 0.491], [-3.431, 0.200, 1.760], [-0.160, 2.274, -0.238], [0.812, 1.654, -1.364], [2.685, -0.658, 1.371], [1.753, -1.589, -1.239], [-0.733, -1.808, -0.039], [-1.827, 0.564, -0.074], [1.446, 0.907, 0.438], [1.056, -1.399, -0.078], [-0.223, -1.082, -0.460], [-2.965, -0.420, 0.219]]
}

***

Run iii
{
  "formula": "C3H6N4O",
  "method": "ωB97M-V/def2-TZVPD",
  "e_lumo_ev": 0.6742,
  "smiles": "N/N=c1/ccn(N)o1",
  "species": ["N", "N", "C", "C", "C", "N", "N", "O", "H", "H", "H", "H", "H", "H"],
  "xyz": [[-2.995, -0.623, -0.212], [-1.884, 0.488, -0.070], [-0.711, 0.176, -0.233], [0.151, 1.308, -0.064], [1.426, 0.994, -0.444], [1.362, -0.455, -0.836], [1.931, -1.011, 0.441], [-0.040, -0.894, -0.656], [-3.716, -0.342, 0.415], [-2.543, -1.457, 0.161], [-0.347, 2.224, 0.452], [2.332, 1.377, -0.426], [2.806, -1.649, 0.429], [2.228, -0.136, 1.045]]
}

***

Result of the stability comparison: run i is the most stable of them.

***

Run i
{
  "formula": "C6H8N",
  "method": "ωB97M-V/def2-TZVPD",
  "e_lumo_ev": [-5.8924, -6.1424],
  "smiles": "CC1=[N+](C)CC#C1",
  "total_charge": 1,
  "species": ["C", "C", "N", "C", "C", "C", "C", "H", "H", "H", "H", "H", "H", "H", "H"],
  "xyz": [[0.523, -1.918, 0.346], [-0.653, -1.115, -0.138], [-0.608, 0.208, -0.218], [0.493, 1.061, 0.099], [-1.945, 0.795, -0.607], [-2.715, -0.436, -0.784], [-1.957, -1.446, -0.540], [1.479, -1.551, -0.164], [0.264, -2.920, 0.218], [0.564, -1.802, 1.461], [1.390, 0.510, -0.270], [0.648, 1.482, 1.134], [0.127, 1.950, -0.443], [-1.967, 1.406, -1.576], [-2.260, 1.502, 0.123]]
}

***

Run ii
{
  "formula": "C6H8N",
  "method": "ωB97M-V/def2-TZVPD",
  "e_lumo_ev": -4.6795,
  "smiles": "C#[N+][C@@]1(C)CC1=C",
  "total_charge": 1,
  "species": ["C", "N", "C", "C", "C", "C", "C", "H", "H", "H", "H", "H", "H", "H", "H"],
  "xyz": [[-1.589, 0.433, -2.083], [-1.048, 0.286, -1.053], [-0.488, -0.007, 0.049], [-1.045, 0.080, 1.410], [0.646, -1.440, -0.197], [1.062, -0.060, -0.150], [2.000, 0.862, -0.097], [-2.198, 0.627, -2.931], [-0.252, 0.206, 2.142], [-1.748, -0.852, 1.576], [-1.492, 1.101, 1.545], [0.728, -1.857, -1.159], [0.524, -1.798, 0.771], [1.907, 1.855, 0.132], [2.993, 0.564, 0.045]]
}

***

Result of the stability comparison: run ii is the most stable of them.

***

Run i
{
  "formula": "C4H12N3",
  "method": "ωB97M-V/def2-TZVPD",
  "e_lumo_ev": -2.9559,
  "smiles": "N/C=C(\\[NH3+])CCN",
  "total_charge": 1,
  "species": ["N", "C", "C", "N", "C", "C", "N", "H", "H", "H", "H", "H", "H", "H", "H", "H", "H", "H", "H"],
  "xyz": [[-1.501, -1.303, -1.960], [-1.157, -1.198, -0.589], [-0.714, -0.028, -0.143], [-0.116, 0.855, -1.179], [-0.331, 0.456, 1.223], [1.101, -0.033, 1.616], [2.051, 0.691, 0.749], [-1.172, -2.156, -2.391], [-2.511, -1.346, -2.108], [-1.423, -1.943, 0.158], [-0.644, 1.747, -1.216], [-0.311, 0.514, -2.133], [0.807, 1.172, -0.809], [-1.080, 0.121, 1.946], [-0.497, 1.534, 1.334], [1.096, -1.104, 1.441], [1.326, 0.232, 2.647], [2.275, 1.594, 1.120], [2.802, 0.194, 0.296]]
}

***

Run ii
{
  "formula": "C4H12N3",
  "method": "ωB97M-V/def2-TZVPD",
  "e_lumo_ev": -3.4751,
  "smiles": "N/C=C(\\[NH3+])CCN",
  "total_charge": 1,
  "species": ["N", "C", "C", "N", "C", "C", "N", "H", "H", "H", "H", "H", "H", "H", "H", "H", "H", "H", "H"],
  "xyz": [[1.594, 2.272, 1.106], [0.517, 1.369, 1.237], [0.319, 0.397, 0.342], [1.227, 0.439, -0.858], [-1.033, -0.277, 0.052], [-0.854, -1.616, -0.660], [-1.941, -2.538, -0.810], [1.266, 3.180, 0.769], [1.935, 2.508, 2.036], [-0.033, 1.364, 2.174], [1.757, -0.427, -0.941], [1.882, 1.168, -0.507], [0.846, 0.727, -1.758], [-1.370, -0.337, 1.096], [-1.791, 0.390, -0.395], [0.003, -2.052, -0.137], [-0.503, -1.369, -1.684], [-1.691, -3.495, -0.997], [-2.554, -2.264, -1.567]]
}

***

Run iii
{
  "formula": "C4H12N3",
  "method": "ωB97M-V/def2-TZVPD",
  "e_lumo_ev": -3.9451,
  "total_charge": 1,
  "species": ["C", "C", "C", "C", "N", "N", "N", "H", "H", "H", "H", "H", "H", "H", "H", "H", "H", "H", "H"],
  "xyz": [[-1.157, 0.690, -2.152], [-0.072, -2.589, 2.504], [1.099, 2.601, -1.696], [0.098, -1.536, 1.580], [-0.470, 0.645, -1.085], [0.570, 1.500, -0.870], [-0.850, -0.974, 1.017], [-1.830, -0.172, -2.356], [-0.834, 1.338, -3.023], [0.324, -3.517, 2.198], [-1.198, -2.754, 2.702], [0.263, -2.384, 3.583], [1.423, 2.223, -2.658], [0.379, 3.447, -1.636], [2.156, 2.800, -1.275], [1.094, -1.184, 1.276], [0.426, 1.790, 0.088], [-1.742, -1.362, 1.265], [-0.831, -0.277, 0.232]]
}

***

Run iv
{
  "formula": "C4H12N3",
  "method": "ωB97M-V/def2-TZVPD",
  "e_lumo_ev": -7.3256,
  "total_charge": 1,
  "species": ["C", "C", "C", "C", "N", "N", "N", "H", "H", "H", "H", "H", "H", "H", "H", "H", "H", "H", "H"],
  "xyz": [[-1.946, -0.265, -0.231], [-0.630, 0.296, -0.581], [0.625, -0.406, -0.497], [1.465, -0.080, 0.840], [1.505, 1.328, 1.267], [1.488, -0.208, -1.655], [-2.205, -0.727, 1.109], [-2.719, 0.450, -0.515], [-1.986, -1.131, -0.912], [-0.691, 1.059, -1.362], [0.623, 1.772, 1.058], [2.452, -0.420, 0.570], [1.041, -0.617, 1.685], [2.207, 1.845, 0.748], [0.364, -1.463, -0.376], [1.279, 0.591, -2.238], [1.554, -1.051, -2.207], [-2.985, -0.247, 1.530], [-1.441, -0.727, 1.767]]
}

***

Result of the stability comparison: run i is the most stable of them.

***

Run i
{
  "formula": "C4H12N3",
  "method": "ωB97M-V/def2-TZVPD",
  "e_lumo_ev": -3.4669,
  "smiles": "NCC/C(N)=C/[NH3+]",
  "total_charge": 1,
  "species": ["N", "C", "C", "C", "N", "C", "N", "H", "H", "H", "H", "H", "H", "H", "H", "H", "H", "H", "H"],
  "xyz": [[2.787, 1.539, 0.574], [1.530, 1.105, -0.018], [0.991, -0.223, 0.499], [-0.455, -0.450, 0.139], [-1.256, -1.371, 0.902], [-0.968, -0.059, -1.014], [-2.412, -0.369, -1.198], [3.535, 0.876, 0.389], [2.707, 1.515, 1.587], [0.856, 1.956, 0.109], [1.684, 1.005, -1.092], [1.039, -0.248, 1.589], [1.597, -1.005, 0.046], [-1.099, -1.209, 1.896], [-0.841, -2.297, 0.790], [-0.559, 0.613, -1.745], [-2.575, -0.765, -2.123], [-2.599, -1.028, -0.408], [-2.999, 0.460, -1.095]]
}

***

Run ii
{
  "formula": "C4H12N3",
  "method": "ωB97M-V/def2-TZVPD",
  "e_lumo_ev": -3.4351,
  "smiles": "CC[NH2+]C1(C)NN1",
  "total_charge": 1,
  "species": ["C", "C", "N", "C", "C", "N", "N", "H", "H", "H", "H", "H", "H", "H", "H", "H", "H", "H", "H"],
  "xyz": [[-2.548, 0.331, 0.111], [-1.190, 0.055, -0.430], [-0.102, 0.503, 0.475], [1.224, -0.002, 0.130], [1.245, -1.503, -0.024], [1.878, 0.784, -0.835], [2.355, 0.756, 0.510], [-2.786, -0.293, 0.947], [-2.761, 1.374, 0.399], [-3.340, -0.001, -0.650], [-1.113, 0.648, -1.368], [-1.269, -1.025, -0.590], [-0.323, 0.134, 1.452], [-0.007, 1.590, 0.577], [0.590, -1.856, 0.722], [2.366, -1.822, 0.158], [0.984, -1.563, -1.133], [2.492, 0.322, -1.454], [2.307, 1.570, 1.003]]
}

***

Result of the stability comparison: run i is the most stable of them.

***

Run i
{
  "formula": "C4H12N3",
  "method": "ωB97M-V/def2-TZVPD",
  "e_lumo_ev": [-4.6337, -4.6389],
  "total_charge": 1,
  "species": ["C", "C", "C", "C", "N", "N", "N", "H", "H", "H", "H", "H", "H", "H", "H", "H", "H", "H", "H"],
  "xyz": [[-3.013, 1.287, 2.177], [-1.481, 0.056, 0.693], [1.619, 0.514, -1.665], [2.618, -0.328, -0.955], [-0.443, 0.729, 0.505], [2.724, -1.612, -1.164], [-1.806, -1.235, 0.513], [-3.102, 2.133, 1.418], [-3.985, 0.745, 2.280], [-2.033, 1.290, 2.757], [2.077, 1.526, -1.831], [1.112, 0.062, -2.641], [3.405, 0.191, -0.403], [-0.404, 1.624, 0.817], [0.775, 0.739, -0.897], [2.306, -1.951, -2.000], [3.363, -2.329, -0.641], [-1.154, -1.874, 0.047], [-2.578, -1.565, 0.988]]
}

***

Run ii
{
  "formula": "C4H12N3",
  "method": "ωB97M-V/def2-TZVPD",
  "e_lumo_ev": -3.0765,
  "smiles": "N/C=N\\CCC[NH3+]",
  "total_charge": 1,
  "species": ["N", "C", "N", "C", "C", "C", "N", "H", "H", "H", "H", "H", "H", "H", "H", "H", "H", "H", "H"],
  "xyz": [[1.662, -2.443, -1.040], [1.035, -1.337, -1.507], [0.316, -0.515, -0.847], [0.103, -0.667, 0.582], [0.194, 0.717, 1.250], [-1.019, 1.589, 1.006], [-1.431, 1.539, -0.446], [2.089, -3.054, -1.715], [1.917, -2.567, -0.078], [1.185, -1.129, -2.554], [0.752, -1.352, 1.141], [-0.891, -1.112, 0.715], [1.040, 1.214, 0.792], [0.363, 0.594, 2.319], [-0.746, 2.615, 1.212], [-1.913, 1.386, 1.592], [-1.380, 0.563, -0.765], [-0.876, 2.105, -1.084], [-2.399, 1.856, -0.573]]
}

***

Result of the stability comparison: run ii is the most stable of them.